Formula: C38H75B2ClO25
Source: the OMol25 dataset
Level of theory: wB97M-V/def2-TZVPD

Geometry as XYZ:
```
141
C38H75B2ClO25 | the OMol25 dataset | wB97M-V/def2-TZVPD
Cl -3.401 -1.585 -0.112
O -10.633 -5.950 4.497
O 4.401 8.639 -5.375
O -9.606 -7.251 2.953
O 6.851 -2.738 -0.331
O 5.447 6.902 -4.627
O 6.691 -3.195 -6.006
O -2.779 -0.634 -2.541
O 5.801 -3.906 -1.957
O -3.786 1.253 0.135
O 6.648 -1.121 -6.914
O 4.701 -2.604 -0.461
O 0.458 -3.492 0.458
O 7.275 -2.961 -8.073
O -1.638 -4.396 -0.191
O -5.171 -2.119 4.688
O 3.440 5.415 2.318
O -8.476 -6.078 4.524
O -2.219 2.039 -1.433
O 5.278 6.117 1.194
O -5.012 -4.200 5.570
O 5.796 7.535 -6.773
O -4.558 -3.929 3.475
O -0.590 -0.269 -2.474
O -1.638 -0.203 -4.410
O 3.231 5.968 0.241
C 3.005 -4.352 -0.559
C -0.016 -0.498 -0.115
C -1.659 -0.350 -3.291
C -4.517 -3.095 2.315
C -2.518 0.598 3.657
C 8.085 -3.317 -0.759
C -2.383 -0.556 -1.165
C -6.941 -3.490 6.881
C -9.576 -6.500 3.894
C -1.769 3.521 2.991
C 6.206 -2.667 -4.760
C 6.379 5.823 -4.788
C 4.221 5.263 3.511
C -12.329 -7.700 4.432
C -5.441 -3.700 6.845
C -7.259 -6.652 4.038
C 0.106 3.174 1.233
C 4.174 9.597 -6.410
C -0.779 -2.442 -1.625
C 4.472 6.597 4.183
C -4.979 1.737 -0.505
C -1.252 3.829 1.557
C 0.396 0.994 -0.132
C -4.933 -3.296 4.590
C -0.924 -0.932 -1.226
C 4.716 -2.411 -4.821
C 3.785 6.512 -0.960
C 4.103 5.855 1.246
C -0.094 1.646 1.171
C 5.782 -3.152 -1.015
C -3.240 3.019 2.968
C 6.852 -2.307 -6.985
C 5.266 7.673 -5.701
C 7.811 6.310 -4.712
C -11.911 -6.322 3.964
C 7.414 -2.140 -9.233
C 3.440 -2.984 -1.032
C -3.551 1.720 3.756
B -0.625 -3.459 -0.404
B -2.825 0.966 -0.793
H -4.070 -3.677 1.513
H -11.658 -8.467 4.045
H -1.601 0.866 4.177
H 0.898 -1.083 -0.163
H 4.480 -1.631 -5.544
H 8.044 6.974 -5.544
H -5.596 0.886 -0.795
H 3.638 4.623 4.171
H -5.514 2.376 0.188
H 8.881 -2.803 -0.226
H -4.770 2.327 -1.400
H -1.405 -5.210 -0.661
H -3.909 -2.210 2.490
H 5.087 7.243 3.556
H -12.294 -7.759 5.521
H 5.066 10.203 -6.561
H 0.057 1.546 -1.000
H -4.474 1.319 3.330
H 3.688 -5.126 -0.913
H -3.641 2.910 1.964
H 0.512 3.584 0.314
H 4.670 5.960 -1.271
H 3.483 -2.931 -2.119
H -13.341 -7.928 4.097
H 6.185 5.290 -5.719
H 0.765 3.377 2.077
H 8.040 -1.273 -9.030
H 5.153 4.743 3.290
H -0.436 -0.718 0.869
H 8.503 5.468 -4.740
H 6.419 -3.419 -4.004
H 3.362 10.238 -6.079
H 4.025 7.565 -0.817
H 7.974 6.872 -3.792
H 0.380 1.139 2.012
H -5.528 -2.809 2.024
H 3.530 7.118 4.359
H 0.337 -2.892 1.205
H -12.617 -5.578 4.330
H 8.233 -3.184 -1.829
H -7.215 -7.709 4.299
H -4.901 -2.787 7.094
H -1.619 -2.780 -2.229
H -3.795 1.924 4.797
H 8.111 -4.375 -0.501
H -1.771 4.483 3.502
H 6.434 -1.824 -9.588
H -1.092 2.883 3.553
H -2.343 0.246 2.644
H 6.755 -1.765 -4.487
H 4.344 -2.100 -3.847
H -7.245 -2.709 6.184
H 3.002 -4.397 0.529
H -5.157 -4.457 7.575
H 7.889 -2.747 -10.000
H -11.902 -6.254 2.876
H 6.182 5.132 -3.969
H 3.029 6.427 -1.736
H -2.920 -0.252 4.215
H -7.463 -4.403 6.590
H 0.122 -2.496 -2.241
H -1.172 1.466 1.218
H -7.163 -6.523 2.962
H -7.262 -3.202 7.882
H 1.486 1.047 -0.119
H 2.010 -4.583 -0.923
H -1.192 4.908 1.417
H -3.839 3.800 3.441
H -1.950 3.471 0.800
H -2.460 2.016 -2.372
H 4.187 -3.313 -5.133
H 2.722 -2.237 -0.699
H 3.885 9.110 -7.339
H 4.983 6.455 5.135
H -6.441 -6.131 4.529
```

- Net charge: 0
- Kohn-Sham gap: 0.3893 Ha
- E_LUMO: 0.23 eV
- SMILES: CCCCCCCCC[C@]1(CB(O)O)OC(=O)O[C@]1(Cl)B(O)OC.CCOC(=O)OC.CCOC(=O)OC.CCOC(=O)OC.CCOC(=O)OC.CCOC(=O)OC.CCOC(=O)OC
- Highest occupied orbital energy: -10.366 eV
- E_tot: -105690.24084 eV